# 1
ORCA calculation (ωB97M-V/def2-TZVPD) on C8H15N as an isolated structure.

Positions of all 24 atoms, in Å:
C 1.4570 -0.4487 2.5028
C 0.4643 0.0515 1.4836
C 0.8211 -0.3791 0.0757
C -0.5757 0.8013 1.8457
N 1.9566 0.1909 -0.5176
H 2.2225 1.0269 0.0019
H 0.8492 -1.4854 0.0663
H 1.2432 -0.0617 3.4997
H 2.4723 -0.1668 2.2181
H 1.4358 -1.5424 2.5484
H -1.2975 1.1926 1.1435
H -0.7235 1.0898 2.8794
C -1.7054 -0.8657 -0.8783
C -0.3598 1.4665 -1.4642
C -0.1448 0.0044 -1.1061
C -0.2868 -0.9231 -2.1692
H -1.3170 1.6145 -1.9704
H -1.5014 -1.5138 -0.0299
H -2.2962 0.0047 -0.6000
H -2.3181 -1.4144 -1.5981
H 0.4279 1.7821 -2.1452
H -0.3204 2.1052 -0.5849
H 0.0620 -1.9405 -2.0376
H -0.5653 -0.5889 -3.1634

Computed properties:
**Orbital gap (spin up / spin down)**: 6.75 / 6.75 eV
**LUMO level (spin up / spin down)**: 0.36 / 0.36 eV

***

# 2
ORCA calculation (ωB97M-V/def2-TZVPD) on an isolated ion of composition C8H15N2 and charge +1.

Positions of all 25 atoms, in Å:
C 3.0285 0.0312 -0.0292
C 2.8232 -1.2739 0.1268
C 1.6648 0.6697 -0.0564
C 1.3034 -1.6015 0.3553
C -1.4942 -1.2530 0.3029
C -1.2727 1.2130 1.0522
C -1.1495 0.3802 -1.4753
C -0.8365 0.0553 0.0381
N 0.6510 -0.2840 0.2058
N 1.5621 2.0235 -0.1833
H 4.0090 0.6018 -0.2699
H 3.5567 -2.0787 0.1823
H 0.8435 -2.3202 -0.2723
H 1.0978 -1.8795 1.3709
H -1.2974 -1.9403 -0.5306
H -1.1402 -1.6482 1.3841
H -2.5990 -1.1753 0.4615
H -0.7381 0.9817 1.9695
H -2.3746 1.1350 1.0625
H -1.1886 2.1942 0.6446
H -1.0016 -0.5050 -1.8691
H -2.2119 0.6053 -1.6931
H -0.5374 1.1491 -1.9764
H 2.3430 2.5588 -0.4902
H 0.7095 2.5078 -0.3136

Computed properties:
**Orbital gap**: 10.25 eV
**Charge**: +1
**LUMO level**: -3.76 eV

***

# 3
ORCA calculation (ωB97M-V/def2-TZVPD) on an isolated ion of composition C8H15N2 and charge +1.

Positions of all 25 atoms, in Å:
C -1.9089 -1.7402 0.7771
C -1.3869 -0.5112 0.4173
C -1.1843 -2.9170 0.9420
C 0.9319 -2.1266 0.9417
C -0.6611 2.1542 -0.7306
C 1.0637 1.3701 0.7135
C 1.3030 1.0281 -1.7557
C 0.3032 1.0502 -0.6294
N 0.0422 -2.8368 0.6055
N -0.2953 -0.3076 -0.3230
H -2.8241 -1.6616 1.3282
H -2.0475 0.3275 0.7004
H -1.4997 -3.9347 1.1570
H 1.0724 -1.8330 1.9536
H 1.7371 -1.9260 0.2634
H -0.2748 3.1694 -0.7595
H -1.4637 2.2135 -1.5146
H -1.3808 2.1090 0.0511
H 0.5610 2.0811 1.3458
H 2.0835 1.7642 0.4321
H 1.1909 0.3728 1.2200
H 0.8725 0.4783 -2.5435
H 1.4072 2.0940 -2.2070
H 2.3752 0.7189 -1.5196
H -0.0167 -1.1364 -0.8660

Computed properties:
**Orbital gap**: 8.40 eV
**Charge**: +1
**LUMO level**: -4.80 eV

***

# 4
ORCA calculation (ωB97M-V/def2-TZVPD) on one molecule with the formula C8H15N2O3P.

Positions of all 29 atoms, in Å:
C 0.8977 1.9591 -0.7527
C 1.9389 2.7463 -1.2012
C 1.4030 1.3709 0.4022
C 1.8263 3.7496 -2.3536
C -2.9287 -0.1208 3.5714
C 1.1265 -2.4700 -1.9009
C -1.3653 -0.5171 3.3586
C 0.0080 -1.8518 -1.0772
N 3.0046 2.5630 -0.5291
N 2.7078 1.7144 0.5042
O 0.8534 0.4848 1.5008
O -1.0160 -1.1112 2.1263
O 0.4481 -1.3966 0.2045
P -0.5215 -0.2341 0.8540
H -0.1230 1.9320 -1.1149
H 1.6445 4.7071 -1.9252
H 2.8196 3.8424 -2.8139
H 0.9427 3.5996 -2.8962
H -3.3441 -1.0509 4.0488
H -2.9055 0.7874 4.1340
H -3.3422 -0.0067 2.6119
H 0.7107 -2.3306 -2.8777
H 2.0167 -1.8799 -1.8353
H 1.4941 -3.5480 -1.6568
H -1.0954 -1.1149 4.2599
H -0.6884 0.3261 3.4625
H -0.8543 -2.4650 -1.0237
H -0.3126 -0.9195 -1.5387
H 3.3608 1.1941 1.1207

Computed properties:
**Orbital gap (spin up / spin down)**: 5.23 / 7.10 eV
**LUMO level (spin up / spin down)**: 0.97 / -2.15 eV
**<S²>**: 2.0125
**2S+1**: 3

***

# 5
ORCA calculation (ωB97M-V/def2-TZVPD) on C8H15N2O3S as an isolated structure.

Positions of all 29 atoms, in Å:
C 2.1962 -0.4009 -1.3723
C -1.9146 4.0329 -0.8306
C -1.4430 3.0074 -1.8129
C -1.5210 2.5805 -0.3842
C 2.0505 -2.5168 0.7289
C 0.9401 -0.5601 1.9084
C -0.1429 -1.5962 -0.0960
C 1.2128 -1.3148 0.5936
N 2.3201 0.8184 -2.0551
N -0.4170 2.2113 0.3322
O 2.4290 -1.4828 -1.9705
O 2.1750 3.3435 -1.6158
O 1.7038 -0.1949 -0.1375
S 2.4515 1.9852 -0.9555
H -1.3468 4.8837 -0.6345
H -3.0204 4.2832 -0.7715
H -2.1365 2.6198 -2.5221
H -0.4896 3.0874 -2.1768
H -2.4440 1.9665 -0.1110
H 1.5607 -3.3840 1.1401
H 2.2150 -2.8794 -0.3152
H 3.0287 -2.3714 1.1018
H 0.0793 0.1793 1.8299
H 1.7211 -0.0661 2.3605
H 0.7033 -1.4346 2.6639
H 0.0077 -2.0513 -1.0674
H -0.8430 -2.1413 0.6318
H -0.6159 -0.6983 -0.3263
H 0.1549 3.1256 0.2543

Computed properties:
**Orbital gap (spin up / spin down)**: 8.23 / 5.26 eV
**Charge**: -1
**LUMO level (spin up / spin down)**: 3.33 / 2.84 eV

***

# 6
ORCA calculation (ωB97M-V/def2-TZVPD) on C8H15N2OPb2 as an isolated structure.

Positions of all 28 atoms, in Å:
Pb 2.0770 4.0483 2.2595
Pb 3.8575 3.0689 -0.9350
O 2.7480 1.9697 0.9500
H 2.1731 1.5549 0.2777
C -3.0874 0.2671 -2.8616
C -1.8437 1.1687 -3.1791
C -0.4910 0.4379 -3.1375
C 0.5461 1.1728 -2.2909
N 1.3804 1.8120 -1.6643
H -3.0505 -0.2668 -1.9121
H -3.2550 -0.4664 -3.6503
H -3.9385 0.9473 -2.8933
H -1.7619 2.0867 -2.5971
H -2.0043 1.6663 -4.1354
H -0.1272 0.3814 -4.1635
H -0.6772 -0.5024 -2.6188
C 2.0877 -1.3069 2.4931
C 0.7629 -0.9858 3.2112
C -0.4124 -2.0615 3.1032
C -0.9174 -2.5246 1.7599
N -1.3278 -2.8163 0.7181
H 2.6805 -2.0200 3.0659
H 2.6560 -0.3952 2.3090
H 1.8565 -1.7616 1.5298
H 0.5522 -0.0216 2.7486
H 0.9141 -0.7966 4.2740
H -1.2549 -1.6920 3.6877
H -0.1427 -2.9642 3.6514

Computed properties:
**Orbital gap (spin up / spin down)**: 3.90 / 3.30 eV
**Charge**: +4
**LUMO level (spin up / spin down)**: -17.34 / -17.93 eV
**<S²>**: 0.7572
**2S+1**: 2

***

# 7
ORCA calculation (ωB97M-V/def2-TZVPD) on one molecule with the formula C8H15N3O3S.

Positions of all 30 atoms, in Å:
C 0.6305 -1.8609 -0.2531
C -1.7690 -1.8713 0.2097
C 0.8101 -0.5483 -0.1733
C -0.7070 -2.3770 -0.6883
C -1.3245 0.4577 0.4272
C -0.4182 0.4783 2.6440
C -1.8104 1.2639 -0.8169
C -0.5278 1.9720 -1.4973
N -1.9092 -0.7222 0.7326
N 3.5097 -1.1253 -0.3513
N -0.8915 1.2223 1.4609
O 2.4644 1.2720 -0.5284
O 2.7446 0.1500 1.6433
O 0.3662 2.6418 -0.6982
S 2.3687 0.0555 0.2403
H 1.3721 -2.7159 -0.0685
H -2.5637 -2.5899 0.4704
H -1.1030 -2.0058 -1.7786
H -0.6973 -3.4750 -0.6879
H -0.1205 -0.4519 2.2960
H 0.3155 0.9350 3.2977
H -1.2324 0.3671 3.3128
H -2.4038 2.1108 -0.5333
H -2.1548 0.5776 -1.5346
H -0.0236 1.2959 -2.2239
H -0.9905 2.6894 -2.1920
H 3.8565 -0.5990 -1.2330
H 4.2398 -1.0060 0.3648
H -0.6663 2.2538 1.1976
H 1.3055 2.2067 -0.6868

Computed properties:
**Orbital gap**: 8.23 eV
**LUMO level**: 0.18 eV

***

# 8
ORCA calculation (ωB97M-V/def2-TZVPD) on one molecule with the formula C8H15N3OS.

Positions of all 28 atoms, in Å:
C -0.7192 -2.5976 1.0193
C -0.2938 -2.7251 -0.5253
C -1.4786 -1.2833 1.4812
C 0.8057 -1.9790 -1.1621
C -0.2438 1.1085 1.5798
C 0.1128 1.6749 -2.1774
C 1.4228 2.9640 -0.3752
C 0.2761 1.9934 -0.6989
N 1.2429 -0.7794 -0.9866
N 0.6491 -0.2652 0.1750
N 0.3301 0.9617 0.3575
O -0.7083 -0.1942 3.7645
S -0.1351 -0.4509 2.4695
H -1.4369 -3.4771 1.0542
H 0.1104 -2.9036 1.6421
H -0.0426 -3.7760 -0.4371
H -1.1353 -2.5857 -1.1777
H -1.8266 -0.6865 0.7181
H -2.2002 -1.4351 2.3257
H 1.0108 -2.3113 -2.1853
H -0.5887 2.0211 1.9624
H -0.6345 2.2639 -2.6366
H 1.0415 1.9750 -2.7299
H -0.1775 0.6022 -2.3528
H 1.6497 2.8719 0.6541
H 1.1562 3.9736 -0.6600
H 2.4807 2.5425 -0.7457
H -0.6677 2.4974 -0.3530

Computed properties:
**Orbital gap**: 7.66 eV
**LUMO level**: 0.24 eV

***

# 9
ORCA calculation (ωB97M-V/def2-TZVPD) on a 3-piece molecular cluster, C8H15NO overall.

Positions of all 25 atoms, in Å:
C 1.0664 -1.0681 -0.7085
C 2.2662 -0.4630 -1.3473
C 0.8821 0.4921 1.0233
C 1.1709 -2.2537 0.1619
O -0.0294 -0.9816 -1.4801
H -0.7739 -1.4086 -1.0222
H 0.9842 -3.1635 -0.4183
H 2.6653 -1.1569 -2.0956
H 2.0092 0.4675 -1.8525
H 3.0416 -0.2792 -0.6059
H 0.4837 1.0754 1.8546
H 1.6180 -0.1349 1.5188
H 1.3364 1.2149 0.3505
H 0.3629 -2.1965 0.9264
H 2.1460 -2.3206 0.6387
C -1.2424 2.0074 -0.5013
C -1.8712 1.0578 0.4825
C -3.1348 1.1884 0.8919
C -1.0962 -0.1045 0.9725
N -1.3102 -1.2128 1.3573
H -0.4891 2.6338 -0.0190
H -0.7521 1.4606 -1.3078
H -1.9967 2.6647 -0.9335
H -3.5769 0.4879 1.5867
H -3.7603 1.9936 0.5271

Computed properties:
**Orbital gap (spin up / spin down)**: 7.68 / 7.69 eV
**LUMO level (spin up / spin down)**: 0.21 / 0.22 eV